{
  "formula": "C28H42O21",
  "method": "ωB97M-V/def2-TZVPD",
  "species": ["C", "C", "C", "O", "C", "O", "O", "H", "H", "H", "H", "H", "H", "C", "C", "C", "O", "C", "O", "O", "H", "H", "H", "H", "H", "H", "C", "C", "C", "O", "C", "O", "O", "H", "H", "H", "H", "H", "H", "C", "C", "C", "O", "C", "O", "O", "H", "H", "H", "H", "H", "H", "C", "C", "C", "O", "C", "O", "O", "H", "H", "H", "H", "H", "H", "C", "C", "C", "O", "C", "O", "O", "H", "H", "H", "H", "H", "H", "C", "C", "C", "O", "C", "O", "O", "H", "H", "H", "H", "H", "H"],
  "xyz": [[5.6909, -0.7647, 2.4595], [6.7219, 0.0273, 1.5735], [6.4499, -0.2967, 0.0745], [5.9359, 0.9083, -0.4325], [6.0279, 1.8913, 0.4885], [5.7259, 3.0553, 0.1725], [6.5929, 1.3523, 1.6615], [4.7879, -0.7197, 2.2345], [5.9399, -0.4127, 3.4535], [5.9069, -1.8117, 2.4695], [7.6319, -0.4327, 1.8785], [5.5009, -1.0487, 0.1765], [7.4829, -0.4687, -0.2515], [-1.4341, -2.8007, 2.9865], [-2.3481, -3.1887, 1.6945], [-3.8321, -3.5077, 2.1365], [-4.6471, -2.5147, 1.5275], [-3.8221, -1.6757, 0.7715], [-4.2601, -0.7747, 0.0955], [-2.6191, -2.0787, 0.8255], [-0.4541, -2.6737, 2.8575], [-1.4621, -3.6967, 3.3625], [-1.8891, -2.1657, 3.8065], [-1.8691, -4.0207, 1.1535], [-4.0491, -3.2807, 3.1685], [-3.9231, -4.6897, 2.0325], [1.6909, 0.1103, -6.4625], [1.2209, 1.3983, -5.7095], [0.1319, 1.1703, -4.7995], [0.7269, 1.2323, -3.5245], [1.9049, 1.6633, -3.5325], [2.7229, 1.7923, -2.6335], [2.2759, 1.8023, -4.8235], [2.3159, 0.1223, -7.2715], [0.8379, -0.3677, -6.9125], [2.1549, -0.6137, -5.7955], [0.9189, 2.1293, -6.4005], [-0.6401, 0.3113, -5.1595], [-0.3301, 2.0363, -4.9055], [1.1269, -1.8107, -3.0345], [1.5039, -3.0127, -2.2445], [2.9899, -3.0247, -1.7555], [2.8049, -3.5927, -0.4175], [1.5749, -3.4637, 0.0035], [1.3169, -3.6567, 1.1745], [0.7769, -3.0507, -0.9905], [0.1569, -2.0727, -3.4455], [1.9919, -1.6387, -3.8095], [1.1889, -0.8657, -2.5195], [1.3479, -3.8677, -2.6725], [3.5709, -2.1467, -1.7105], [3.7059, -3.5937, -2.3565], [-1.9891, 0.6893, 5.0135], [-3.4661, 1.1093, 5.0475], [-4.3851, 0.0413, 4.3615], [-5.4111, -0.1257, 5.3165], [-5.0771, 0.4553, 6.4585], [-5.8791, 0.5643, 7.3765], [-3.9721, 1.1493, 6.3385], [-1.5081, 0.6083, 3.9435], [-1.8011, -0.3987, 5.3115], [-1.4611, 1.3063, 5.5765], [-3.6291, 1.9463, 4.4575], [-4.1441, -0.9887, 4.1215], [-4.8721, 0.4013, 3.5105], [1.8519, 0.3113, 0.8175], [0.6479, 1.1383, 0.3535], [-0.5601, 0.3473, -0.0935], [-1.6111, 0.8703, 0.7675], [-1.2061, 1.7523, 1.5145], [-1.8971, 2.4893, 2.1615], [0.1589, 1.9393, 1.4635], [2.4199, 0.8493, 1.4695], [2.2839, -0.0977, -0.0165], [1.5739, -0.5507, 1.2375], [1.0029, 1.7613, -0.4635], [-0.5021, -0.7277, 0.0315], [-0.8051, 0.5393, -1.1645], [-3.9921, 1.8943, -1.8175], [-3.1331, 2.9753, -2.4865], [-3.3581, 4.3753, -1.7975], [-1.9521, 4.7743, -1.5375], [-1.0511, 3.7613, -1.9415], [0.1759, 3.8373, -1.9445], [-1.7221, 2.7033, -2.2985], [-3.9151, 1.3653, -0.8475], [-4.3621, 1.0043, -2.4415], [-4.8461, 2.4353, -1.5335], [-3.2761, 3.1043, -3.5525], [-4.1111, 4.3703, -0.8855], [-3.9921, 4.8223, -2.4975]],
  "relative_energy_kj_mol": 990.9,
  "energy_ev": -72706.8366,
  "max_force_ev_per_a": 9.15
}

{
  "formula": "C28H43BrGeI2N3O5Si3Ti",
  "method": "ωB97M-V/def2-TZVPD",
  "species": ["Ti", "O", "N", "N", "O", "C", "C", "C", "C", "C", "C", "H", "H", "H", "H", "H", "C", "Si", "C", "C", "Ge", "Si", "C", "C", "C", "Si", "C", "C", "C", "H", "H", "H", "H", "H", "H", "H", "H", "H", "H", "H", "H", "H", "H", "H", "H", "H", "H", "H", "H", "H", "H", "H", "H", "H", "H", "H", "O", "H", "H", "Br", "C", "C", "C", "C", "C", "C", "C", "O", "O", "H", "H", "H", "H", "I", "I", "N", "C", "C", "C", "C", "C", "C", "H", "H", "H", "H", "H"],
  "xyz": [[0.4331, 1.5446, -0.7809], [1.3760, -0.0173, -1.9673], [2.5497, -0.3666, -1.6418], [2.8943, 0.1093, -0.5155], [2.0626, 0.8478, 0.1915], [4.1994, -0.1266, 0.0133], [4.6891, 0.7734, 0.9451], [5.9539, 0.5618, 1.4720], [6.7099, -0.5288, 1.0670], [6.2003, -1.4159, 0.1278], [4.9355, -1.2246, -0.4049], [4.0813, 1.6184, 1.2349], [6.3497, 1.2599, 2.1977], [7.6972, -0.6876, 1.4807], [6.7867, -2.2684, -0.1892], [4.5183, -1.9075, -1.1303], [-1.8110, -4.1220, -0.5205], [-1.7624, -2.3395, -1.1512], [-3.5089, -1.8454, -1.6246], [-0.6731, -2.3191, -2.6745], [-0.9766, -0.9745, 0.6505], [-2.7934, -0.5334, 2.1307], [-3.7182, -2.1622, 2.3963], [-3.9994, 0.6946, 1.4003], [-2.1787, 0.0114, 3.8181], [0.7276, -2.1458, 1.8361], [-0.0818, -3.4699, 2.9157], [1.7258, -1.0571, 2.9938], [1.8933, -3.0390, 0.6427], [-2.2204, -4.7846, -1.2895], [-2.4368, -4.2111, 0.3707], [-0.8091, -4.4771, -0.2683], [-3.8632, -2.4780, -2.4446], [-3.5484, -0.8049, -1.9527], [-4.1978, -1.9639, -0.7854], [-1.1182, -2.9629, -3.4400], [0.3313, -2.6863, -2.4555], [-0.5627, -1.3166, -3.0874], [-4.1445, -2.5425, 1.4657], [-4.5401, -2.0048, 3.1022], [-3.0646, -2.9345, 2.8076], [-4.4597, 0.2795, 0.5003], [-3.5203, 1.6314, 1.1118], [-4.7931, 0.9212, 2.1189], [-1.5708, -0.7741, 4.2758], [-3.0253, 0.2111, 4.4821], [-1.5747, 0.9173, 3.7605], [-0.6950, -3.0204, 3.6999], [0.6920, -4.0753, 3.3989], [-0.7178, -4.1362, 2.3294], [1.0725, -0.5011, 3.6703], [2.3213, -0.3326, 2.4372], [2.4003, -1.6780, 3.5915], [1.6003, -4.0880, 0.5493], [2.9228, -3.0112, 1.0086], [1.8789, -2.6021, -0.3570], [-2.9800, 3.3290, -0.6165], [-3.2417, 2.6696, -1.2785], [-2.0445, 3.1212, -0.4807], [-0.1959, 0.6139, -8.8620], [-0.7155, 0.8430, -7.0464], [0.2574, 1.0587, -6.0871], [-0.1282, 1.2148, -4.7631], [-1.4722, 1.1629, -4.4150], [-2.4330, 0.9551, -5.3983], [-2.0618, 0.7898, -6.7222], [-1.9184, 1.3168, -2.9840], [-3.1130, 1.3458, -2.7172], [-0.9743, 1.3693, -2.1086], [1.3011, 1.1052, -6.3645], [0.6185, 1.3821, -3.9994], [-3.4736, 0.9248, -5.1043], [-2.8020, 0.6237, -7.4925], [1.8829, 3.5532, -1.9061], [12.0382, 14.0580, -4.0965], [-0.2253, 2.2307, 0.6320], [-0.3426, 2.6705, 1.9328], [-1.4687, 3.3718, 2.3781], [-1.5526, 3.7922, 3.6976], [-0.5301, 3.5283, 4.5990], [0.5947, 2.8356, 4.1620], [0.6896, 2.4130, 2.8482], [-2.2725, 3.5835, 1.6840], [-2.4329, 4.3344, 4.0226], [-0.6059, 3.8602, 5.6268], [1.4048, 2.6246, 4.8506], [1.5602, 1.8741, 2.4955]],
  "charge": -2,
  "s_squared": 0.755,
  "multiplicity": 2,
  "relative_energy_kj_mol": 40.5,
  "energy_ev": -233958.3416,
  "max_force_ev_per_a": 0.21
}

{
  "formula": "C28H44BrMnNOP2",
  "method": "ωB97M-V/def2-TZVPD",
  "species": ["C", "C", "C", "C", "N", "C", "C", "C", "C", "C", "C", "C", "C", "C", "Mn", "P", "H", "H", "H", "H", "H", "H", "H", "H", "C", "C", "H", "H", "H", "H", "H", "C", "C", "H", "H", "H", "H", "H", "C", "C", "H", "H", "H", "H", "H", "Br", "P", "C", "C", "H", "H", "H", "H", "H", "C", "C", "H", "H", "H", "H", "H", "C", "C", "H", "H", "H", "H", "H", "C", "C", "C", "O", "H", "H", "H", "H", "H", "H"],
  "xyz": [[-2.6348, -4.4046, 4.0345], [-1.2427, -4.1878, 3.9852], [-0.3908, -5.2557, 4.3608], [-0.9718, -6.4396, 4.8438], [-2.2924, -6.5999, 4.9335], [-3.1131, -5.6327, 4.5298], [-0.6562, -2.9782, 3.5085], [-0.7746, -1.8808, 2.8344], [-1.0835, -0.7869, 2.0070], [-1.4835, -0.9382, 0.6549], [-1.2921, 0.1382, -0.2105], [-0.7550, 1.3419, 0.2678], [-0.6339, 1.5565, 1.6535], [-0.7975, 0.4979, 2.5256], [1.0157, -2.0735, 3.4929], [-0.3782, 0.6282, -3.3785], [0.6850, -5.1927, 4.2440], [-3.3354, -3.6674, 3.6704], [-0.3273, -7.2695, 5.1467], [-4.1888, -5.8223, 4.6002], [-0.5655, 0.6231, 3.5822], [-1.8360, -1.8992, 0.2661], [-0.3371, 2.5400, 2.0299], [-1.5039, 0.0327, -1.2797], [0.0172, 2.0093, -4.5236], [1.2221, 1.8483, -5.4436], [0.1721, 2.8731, -3.8573], [-0.8946, 2.2111, -5.1051], [1.3223, 2.7518, -6.0553], [2.1552, 1.7295, -4.8824], [1.1164, 1.0013, -6.1311], [1.0052, -0.5797, -3.5165], [0.6926, -1.9531, -2.9224], [1.8510, -0.1167, -2.9772], [1.2912, -0.6477, -4.5768], [1.6049, -2.5607, -2.9238], [0.3429, -1.8768, -1.8836], [-0.0655, -2.4874, -3.5112], [-1.8054, -0.2171, -4.1803], [-1.6523, -0.5227, -5.6685], [-2.6676, 0.4485, -4.0000], [-1.9962, -1.1410, -3.6111], [-2.5903, -0.9667, -6.0281], [-1.4630, 0.3828, -6.2594], [-0.8506, -1.2498, -5.8581], [-0.2486, 2.7003, -0.8737], [3.3001, 0.6630, 2.2260], [2.7976, 0.4141, 0.4499], [3.8563, 1.0666, -0.4372], [1.7980, 0.8390, 0.2650], [2.7484, -0.6696, 0.2707], [3.7294, 0.7725, -1.4867], [3.8077, 2.1628, -0.3877], [4.8631, 0.7597, -0.1251], [2.4122, 2.2611, 2.5908], [3.4463, 3.3411, 2.9152], [1.7271, 2.1011, 3.4363], [1.8107, 2.5540, 1.7168], [2.9969, 4.3396, 2.8706], [3.8649, 3.2078, 3.9203], [4.2766, 3.3121, 2.1997], [2.4450, -0.6208, 3.0837], [3.3928, -1.6294, 3.7454], [1.8577, -1.0620, 2.2168], [1.7674, -0.1529, 3.8275], [2.8241, -2.3621, 4.3507], [4.0243, -2.1771, 3.0327], [4.0677, -1.0986, 4.4330], [-4.1535, 3.4747, -2.4646], [-3.7444, 2.9600, -1.1008], [-3.3396, 4.0487, -0.1350], [-3.7549, 1.7644, -0.8267], [-4.8450, 4.3259, -2.3584], [-4.6353, 2.6656, -3.0224], [-3.2562, 3.8145, -3.0094], [-2.9790, 3.6011, 0.7913], [-2.5579, 4.6769, -0.5818], [-4.2138, 4.6801, 0.0791]],
  "charge": 2,
  "s_squared": 8.871,
  "multiplicity": 6,
  "relative_energy_kj_mol": 0.0,
  "energy_ev": -153208.2454,
  "max_force_ev_per_a": 3.07
}

{
  "formula": "C28H44BrN3P2Sr",
  "method": "ωB97M-V/def2-TZVPD",
  "species": ["N", "C", "C", "C", "C", "C", "C", "Sr", "P", "C", "C", "C", "C", "C", "C", "C", "Br", "H", "H", "H", "H", "H", "H", "H", "H", "H", "H", "P", "C", "C", "H", "H", "H", "H", "H", "C", "C", "H", "H", "H", "H", "H", "C", "C", "H", "H", "H", "H", "H", "C", "C", "H", "H", "H", "H", "H", "C", "C", "H", "H", "H", "H", "H", "C", "C", "H", "H", "H", "H", "H", "N", "C", "C", "N", "C", "H", "H", "H", "H"],
  "xyz": [[-5.5083, 4.8340, -3.0569], [-5.2536, 5.3998, -1.8797], [-4.1238, 5.0776, -1.1194], [-3.1359, 4.2113, -1.6444], [-3.4382, 3.6215, -2.9063], [-4.6234, 3.9793, -3.5680], [-1.9044, 3.9694, -0.9209], [0.8350, 3.0941, 0.4005], [4.8412, -0.0519, 0.5547], [-0.9821, 3.0398, -1.3884], [-1.2752, 1.6109, -1.2595], [-0.6939, 0.7254, -2.1919], [-0.8749, -0.6432, -2.0648], [-1.4666, -1.1541, -0.8880], [-2.2708, -0.2784, -0.1295], [-2.2068, 1.0980, -0.3255], [1.2203, -0.4848, 0.2600], [-1.7546, 4.5977, -0.0329], [-0.2743, 3.2995, -2.1923], [-4.0264, 5.5102, -0.1291], [-2.7770, 2.9012, -3.3837], [-5.9880, 6.1245, -1.5219], [-4.8682, 3.5522, -4.5471], [-0.0378, 1.1558, -2.9606], [-2.8071, 1.7978, 0.2687], [-0.4137, -1.2926, -2.8095], [-2.8755, -0.6860, 0.6815], [-1.1883, -2.8692, -0.2995], [4.2486, 1.6522, 0.6827], [5.3716, 2.6220, 0.2973], [3.9211, 1.7795, 1.7269], [3.3863, 1.7006, -0.0058], [5.0968, 3.6372, 0.5968], [6.3200, 2.3585, 0.7829], [5.5487, 2.6056, -0.7837], [4.3077, -0.6531, -1.0748], [5.0920, -1.8794, -1.5504], [4.4353, 0.1755, -1.7874], [3.2244, -0.8580, -0.9816], [4.7666, -2.1716, -2.5557], [6.1625, -1.6486, -1.6019], [4.9444, -2.7400, -0.8879], [4.0597, -1.1681, 1.7771], [5.0431, -1.5847, 2.8854], [3.6791, -2.0546, 1.2470], [3.1925, -0.6318, 2.1854], [4.5646, -2.3090, 3.5577], [5.9367, -2.0536, 2.4529], [5.3565, -0.7205, 3.4856], [-0.7758, -2.8350, 1.4586], [-0.8119, -4.1301, 2.2801], [-1.4051, -2.0686, 1.9337], [0.2431, -2.4119, 1.4685], [-1.8277, -4.3508, 2.6406], [-0.4083, -4.9984, 1.7431], [-0.1927, -3.9918, 3.1737], [0.1545, -3.5926, -1.2358], [-0.1189, -3.9256, -2.6982], [0.4262, -4.5014, -0.6792], [0.9952, -2.8939, -1.1389], [-0.8793, -4.7012, -2.8032], [-0.4519, -3.0684, -3.2823], [0.7979, -4.2982, -3.1652], [-2.6927, -3.8244, -0.5378], [-3.9355, -3.3304, 0.2187], [-2.4494, -4.8469, -0.2084], [-2.8862, -3.8654, -1.6230], [-4.2844, -2.3630, -0.1632], [-4.7583, -4.0351, 0.0389], [-3.7819, -3.2813, 1.3084], [-2.0524, 2.4498, 3.8472], [-1.1069, 1.4546, 4.0455], [-0.2826, 1.4883, 2.9758], [-0.7038, 2.4958, 2.1208], [-1.7945, 3.0488, 2.6629], [-2.8319, 2.6826, 4.4504], [-1.1298, 0.7959, 4.8995], [0.5451, 0.8613, 2.6646], [-2.3859, 3.8395, 2.2105]],
  "charge": 2,
  "relative_energy_kj_mol": 87.6,
  "energy_ev": -123660.7496,
  "max_force_ev_per_a": 3.70
}

{
  "formula": "C28H44Cl27N2OS",
  "method": "ωB97M-V/def2-TZVPD",
  "species": ["C", "C", "C", "C", "C", "C", "C", "C", "C", "C", "C", "N", "N", "C", "C", "C", "S", "C", "C", "O", "C", "C", "C", "H", "H", "H", "H", "H", "H", "H", "H", "H", "H", "H", "H", "H", "H", "H", "H", "H", "H", "H", "H", "H", "H", "H", "H", "H", "H", "H", "H", "H", "H", "H", "H", "H", "H", "H", "C", "Cl", "Cl", "Cl", "H", "C", "Cl", "Cl", "Cl", "H", "C", "Cl", "Cl", "Cl", "H", "C", "Cl", "Cl", "Cl", "H", "C", "Cl", "Cl", "Cl", "H", "C", "Cl", "Cl", "Cl", "H", "C", "Cl", "Cl", "Cl", "H", "C", "Cl", "Cl", "Cl", "H", "C", "Cl", "Cl", "Cl", "H"],
  "xyz": [[-0.6976, 2.3532, 4.2949], [-1.9981, 1.5278, 4.3708], [-2.8622, 1.5540, 3.1143], [-2.3700, 0.8568, 1.8185], [-1.1889, -0.1218, 1.8890], [-1.3180, -1.1457, 0.7598], [-0.0475, -1.9706, 0.4642], [0.3266, -1.9937, -1.0233], [1.6478, -1.2983, -1.3847], [1.6019, -0.2321, -2.4274], [0.4413, 0.4884, -2.7478], [0.3582, 1.4504, -3.6399], [1.4687, 1.7610, -4.2792], [1.3664, 2.8845, -5.2250], [2.0764, 4.1035, -4.6450], [1.4010, 4.6685, -3.3795], [2.1832, 4.0705, -1.8464], [2.6232, 1.1465, -4.0813], [2.7436, 0.1323, -3.1396], [3.9174, -0.4802, -2.9451], [4.9245, 0.3010, -2.2466], [5.9515, 0.9531, -3.1700], [6.4179, 2.2962, -2.5939], [-0.6942, 3.1587, 5.0312], [-0.5972, 2.7976, 3.3001], [0.1866, 1.7435, 4.4881], [-1.7905, 0.5064, 4.6935], [-2.6170, 1.9570, 5.1650], [-3.0524, 2.6061, 2.8839], [-3.8344, 1.1251, 3.3741], [-3.2392, 0.3391, 1.4011], [-2.1171, 1.6375, 1.0926], [-1.1665, -0.6749, 2.8322], [-0.2554, 0.4240, 1.7346], [-2.1263, -1.8298, 1.0359], [-1.6306, -0.5976, -0.1367], [-0.2450, -3.0037, 0.7294], [0.7783, -1.6238, 1.0923], [-0.5259, -1.6365, -1.5999], [0.4539, -3.0435, -1.2975], [2.3601, -2.0537, -1.7201], [2.0990, -0.8526, -0.4886], [-0.4830, 0.2738, -2.2272], [1.8509, 2.5964, -6.1586], [0.3100, 3.0816, -5.3785], [2.1656, 4.8826, -5.4028], [3.0980, 3.8245, -4.3655], [0.3373, 4.4375, -3.3629], [1.4912, 5.7529, -3.4019], [1.1214, 3.4781, -1.2894], [3.4704, 1.4654, -4.6733], [5.4009, -0.3633, -1.5285], [4.4035, 1.0820, -1.6773], [6.8136, 0.2880, -3.2501], [5.5457, 1.0953, -4.1719], [7.3662, 2.5863, -3.0451], [6.5221, 2.2605, -1.5091], [5.7039, 3.0891, -2.8350], [-4.6539, 5.1534, 1.4052], [-3.9734, 3.9600, 0.2887], [-6.3486, 4.8209, 1.7109], [-3.7119, 5.2020, 2.9040], [-4.5768, 6.1260, 0.9387], [-1.1674, -2.3173, 6.4477], [-2.3688, -2.3038, 5.1521], [0.1456, -1.1789, 6.1212], [-1.9243, -1.9575, 7.9973], [-0.7424, -3.3104, 6.4999], [2.8925, 1.7898, 2.3887], [2.9338, 1.6795, 0.6130], [2.4197, 3.4102, 2.8785], [1.8256, 0.5522, 3.0440], [3.8926, 1.6115, 2.7606], [-1.0125, -6.1510, -0.1285], [-2.1446, -4.8612, 0.2921], [0.5658, -5.8571, 0.6117], [-1.6433, -7.7198, 0.3362], [-0.8839, -6.1452, -1.2040], [-0.3470, 7.1174, -6.4582], [-1.0107, 5.6987, -5.6325], [0.7117, 8.0192, -5.3767], [0.5071, 6.6349, -7.9200], [-1.1743, 7.7557, -6.7385], [-3.4848, -6.1091, 5.3511], [-4.1391, -7.6606, 5.8676], [-2.6955, -5.2932, 6.7026], [-2.3845, -6.3069, 3.9884], [-4.3073, -5.4894, 5.0191], [1.4687, -5.0500, -4.0400], [2.4331, -5.6218, -2.6852], [-0.1502, -5.7425, -4.0038], [1.3825, -3.2796, -4.0320], [1.9477, -5.3565, -4.9603], [0.6996, -11.3342, -0.4268], [-0.9590, -11.5527, 0.1325], [1.0257, -12.3333, -1.8400], [1.0216, -9.6327, -0.7671], [1.3645, -11.6464, 0.3670], [-7.4689, 4.0602, 5.9196], [-6.0406, 4.2865, 4.9086], [-8.1601, 5.6134, 6.3836], [-8.6651, 3.0611, 5.0904], [-7.1700, 3.5435, 6.8215]],
  "charge": 1,
  "energy_ev": -383710.5950,
  "max_force_ev_per_a": 0.77
}